Entry 1:
{"formula": "C52H38BCl2N14O2Zr", "method": "ωB97M-V/def2-TZVPD", "largest_force_ev_per_a": 4.168, "charge": 0, "spin_multiplicity": 2, "homo_ev": [-5.801, -6.852], "gap_ev": [5.22, 6.26], "e_tot_ha": -3913.7501, "e_lumo_ev": [-0.584, -0.587], "symbols": ["Zr", "Cl", "C", "C", "C", "N", "C", "O", "C", "C", "C", "C", "C", "N", "C", "C", "C", "Cl", "N", "C", "O", "C", "C", "C", "C", "C", "N", "H", "H", "H", "H", "H", "H", "H", "H", "H", "H", "C", "C", "C", "C", "N", "N", "B", "N", "C", "C", "C", "C", "N", "N", "C", "C", "C", "C", "N", "N", "C", "C", "C", "C", "N", "H", "H", "H", "H", "H", "H", "H", "H", "H", "H", "H", "H", "H", "H", "H", "H", "H", "H", "H", "H", "N", "C", "C", "C", "C", "C", "C", "C", "C", "C", "H", "H", "H", "H", "N", "C", "C", "C", "C", "C", "C", "C", "C", "C", "H", "H", "H", "H"], "xyz": [[17.18223, 14.23874, 10.50054], [9.72558, 14.96173, 8.93885], [11.41512, 14.58832, 9.11990], [11.88267, 13.69755, 10.11077], [13.20248, 13.26694, 10.11549], [13.48419, 12.08877, 10.88248], [13.03417, 10.77088, 10.44062], [12.77161, 10.54069, 9.23828], [13.12075, 9.89744, 11.53591], [12.93804, 8.55310, 11.65031], [13.17674, 7.93982, 12.89284], [13.58297, 8.78301, 13.96929], [13.80364, 10.12231, 13.84248], [13.58590, 10.67469, 12.59846], [14.17687, 13.91071, 9.31379], [13.73484, 14.94642, 8.44829], [12.39427, 15.29688, 8.34483], [12.06653, 16.46959, 7.05608], [15.49608, 13.41876, 9.27375], [15.81510, 12.89982, 8.03288], [15.02189, 12.74520, 7.09762], [17.24637, 12.53430, 7.84444], [17.49478, 11.79854, 6.69427], [18.83480, 11.67490, 6.31526], [19.82705, 12.22227, 7.15994], [19.47818, 12.91250, 8.29454], [18.16174, 13.03902, 8.68483], [11.19290, 13.32590, 10.86427], [12.59642, 7.99380, 10.70113], [12.99730, 6.88845, 13.02394], [13.71395, 8.37959, 14.98687], [14.08902, 10.77783, 14.70219], [14.50470, 15.41108, 7.80049], [16.66943, 11.35271, 6.13100], [19.17370, 11.05832, 5.47844], [20.84480, 12.32632, 6.80180], [20.13540, 13.24784, 9.07790], [14.84430, 14.21598, 12.53156], [16.06647, 14.66730, 13.29071], [16.43064, 14.53898, 14.65230], [17.83463, 14.77212, 14.66616], [18.26181, 15.07056, 13.45181], [17.15019, 15.01113, 12.55675], [19.70302, 14.69388, 12.97124], [19.94788, 15.48088, 11.64900], [20.99176, 16.35059, 11.38280], [20.84412, 16.81631, 10.09512], [19.72504, 16.18137, 9.54718], [19.26003, 16.29819, 8.12888], [19.12295, 15.42757, 10.48440], [19.66907, 13.23096, 12.64485], [20.42176, 12.13999, 12.89561], [19.84866, 11.00297, 12.38728], [18.67471, 11.45007, 11.82002], [17.65561, 10.64238, 11.06010], [18.58910, 12.80310, 11.89680], [20.68795, 15.02029, 14.06113], [20.79039, 16.24899, 14.69447], [21.57486, 16.16121, 15.77835], [21.99345, 14.78503, 15.76544], [22.97607, 14.17344, 16.72080], [21.42785, 14.09012, 14.76966], [14.27952, 15.17542, 12.38797], [15.13182, 13.93327, 11.49555], [14.72337, 12.44750, 13.87871], [15.80018, 14.31647, 15.47583], [18.41959, 14.77569, 15.58730], [21.83981, 16.57224, 12.09280], [21.28189, 17.75336, 9.71033], [18.85863, 17.27021, 7.95070], [20.07018, 16.19528, 7.35199], [18.51904, 15.55608, 7.96762], [21.33706, 12.42645, 13.37566], [20.20862, 10.01516, 12.54306], [17.44540, 10.94387, 10.00856], [17.94415, 9.56272, 11.05697], [16.65987, 10.65773, 11.57381], [20.12042, 17.05563, 14.50871], [21.94820, 16.88803, 16.47381], [22.42574, 13.34435, 17.25346], [23.83152, 13.73499, 16.09842], [23.42622, 14.90114, 17.35844], [13.37164, 23.24431, 10.63675], [13.68565, 22.22012, 10.17450], [14.35914, 20.97463, 9.83696], [13.44448, 19.91921, 9.55731], [13.90610, 18.66604, 9.42610], [15.30249, 18.43923, 9.60044], [16.18088, 19.51296, 9.79559], [15.73423, 20.82182, 9.93882], [16.01285, 17.19156, 9.48132], [16.51769, 16.07402, 9.55295], [12.35633, 20.09928, 9.51396], [13.24552, 17.78767, 9.34326], [17.24060, 19.35720, 9.78280], [16.40149, 21.68827, 9.91000], [10.35207, 14.35040, 18.69136], [10.73092, 14.39416, 17.57981], [11.35641, 14.25792, 16.30471], [12.43755, 15.06100, 15.93104], [13.21417, 14.73768, 14.79972], [12.93804, 13.59794, 14.05856], [11.71865, 12.94322, 14.24596], [10.96016, 13.25535, 15.41818], [14.08815, 13.09498, 13.16854], [13.71953, 12.00395, 12.24667], [12.68060, 15.96486, 16.49535], [14.07971, 15.38537, 14.59460], [11.49778, 12.12902, 13.57919], [10.12350, 12.61501, 15.58322]], "atomic_forces_ev_per_a": [[0.7, -1.3, -1.6], [0.5, -0.1, 0.2], [1.3, 1.1, 0.2], [-0.8, 0.7, -1.0], [0.5, 0.6, -0.4], [-0.7, -1.6, 1.2], [0.2, 0.8, -4.1], [0.1, 0.3, 2.1], [0.7, 1.8, 0.1], [-0.4, -2.7, 0.0], [-0.4, 1.0, -1.4], [0.2, -0.1, 0.8], [-0.1, -0.5, 1.1], [0.3, 3.4, 0.2], [-1.7, -0.5, -0.1], [0.8, -0.5, 0.4], [0.0, -1.0, -0.2], [-0.4, -0.6, 0.9], [0.6, -0.2, -0.6], [-1.7, 0.1, 0.1], [1.1, 0.2, 1.1], [-0.5, 0.1, -0.4], [1.5, -0.4, -0.4], [0.2, -0.5, 0.9], [-0.2, 0.9, -1.0], [-1.9, -0.7, 1.4], [0.6, 0.0, -1.1], [-0.1, -0.3, -0.4], [0.6, 0.9, 1.8], [0.1, -0.1, 0.1], [0.0, 0.1, -0.7], [-0.4, -0.7, -1.1], [-0.8, -0.3, 0.5], [0.3, 0.4, 0.3], [-0.4, 0.4, 0.1], [0.1, -0.6, 0.2], [0.6, 0.3, -0.3], [0.9, 2.4, -0.6], [1.8, -0.5, 0.3], [1.7, 0.4, -1.4], [-2.6, -0.1, 1.4], [-1.6, 0.0, -1.4], [0.8, -0.1, 2.7], [-0.2, 0.7, -0.6], [1.1, 1.6, -1.6], [-0.5, -0.7, 0.7], [0.2, 1.2, 0.1], [0.1, 0.1, 0.5], [1.3, -0.2, -0.2], [2.0, -0.4, 1.1], [-1.2, -2.7, -1.4], [0.9, 1.8, 0.5], [0.3, 0.5, 0.8], [-0.7, 1.1, -1.5], [-1.0, -0.8, 0.3], [-0.2, -1.0, 0.2], [0.3, 1.0, 1.3], [-1.3, -0.5, -0.7], [1.4, -1.9, 0.2], [-0.2, 0.2, -0.4], [-0.1, -2.1, -1.6], [0.5, 1.5, 0.5], [-0.2, -1.1, -0.1], [-0.2, 0.0, 0.7], [-0.2, 1.6, -0.6], [-0.2, -0.2, 0.5], [0.3, 0.0, -0.7], [-1.5, -0.4, -0.7], [0.2, -1.1, -0.1], [-0.6, 0.7, 0.0], [-0.5, -0.2, 1.1], [-0.8, -0.4, -0.5], [0.3, -0.9, 0.4], [0.1, -0.5, -0.2], [0.5, 0.0, 0.8], [-0.1, 0.9, -0.1], [0.7, 0.1, -0.3], [-0.2, 0.4, -0.9], [-0.3, 0.3, 0.0], [1.0, 0.8, -0.2], [-1.2, 0.3, 1.0], [0.0, 0.4, 0.7], [0.1, -1.6, -1.0], [1.0, 1.8, 1.0], [-2.3, 0.5, 0.1], [-0.3, 1.5, 0.5], [1.3, -2.6, 0.5], [1.0, 0.1, -0.7], [-0.3, 0.9, -0.1], [-0.6, -0.4, -0.9], [-1.1, -0.6, 0.2], [-0.4, 1.3, 0.2], [0.8, 0.2, 0.0], [0.4, 0.6, -0.3], [0.3, -0.4, 0.1], [-0.3, -0.4, 0.6], [0.8, 0.3, -2.9], [-0.9, -0.3, 3.2], [0.2, -0.2, -1.1], [0.5, 0.4, -0.7], [-0.5, 0.8, 1.6], [0.2, 0.2, -0.3], [0.7, 0.8, 1.7], [0.9, -0.6, -1.7], [-0.6, -1.9, 1.4], [-0.4, -1.9, -1.1], [0.0, -0.4, 0.0], [-0.6, -0.5, 0.1], [-0.5, -0.3, 0.1], [-0.6, -0.1, 0.5]], "lowdin_charge": [1.517, 0.666, -0.629, -0.013, -0.149, 0.124, -0.344, 0.024, -0.153, 0.003, -0.079, -0.076, -0.059, 0.044, -0.230, -0.063, -0.620, 0.655, -0.065, -0.447, 0.075, -0.223, 0.022, -0.021, -0.049, -0.102, -0.006, 0.123, 0.162, 0.088, 0.115, 0.136, 0.123, 0.134, 0.114, 0.109, 0.110, -0.102, -0.270, 0.014, -0.042, 0.052, -0.043, -0.722, 0.057, -0.039, -0.037, -0.334, -0.038, -0.028, 0.045, -0.048, -0.011, -0.330, -0.018, 0.010, 0.007, -0.107, -0.019, -0.344, -0.045, 0.123, 0.163, 0.051, 0.165, 0.090, 0.140, 0.144, 0.120, 0.070, 0.107, 0.025, 0.099, 0.102, 0.065, 0.094, 0.079, 0.123, 0.103, 0.094, 0.100, 0.054, 0.139, -0.186, -0.231, -0.043, -0.032, -0.213, -0.039, -0.016, -0.109, -0.165, 0.133, 0.095, 0.106, 0.127, 0.157, -0.169, -0.243, 0.001, -0.028, -0.159, 0.014, 0.008, -0.177, -0.164, 0.127, 0.107, 0.111, 0.112]}

***

Entry 2:
{"formula": "C52H39ClF9KN6OP", "method": "ωB97M-V/def2-TZVPD", "largest_force_ev_per_a": 3.871, "charge": -1, "homo_ev": -3.816, "gap_ev": 5.98, "e_tot_ha": -4709.1337, "e_lumo_ev": 2.163, "symbols": ["K", "C", "N", "C", "N", "C", "C", "C", "C", "C", "C", "C", "C", "C", "C", "C", "C", "C", "C", "P", "C", "N", "C", "C", "N", "C", "C", "C", "C", "C", "C", "C", "C", "C", "C", "C", "C", "C", "C", "N", "C", "C", "N", "C", "C", "C", "C", "C", "C", "C", "C", "C", "C", "C", "C", "C", "H", "H", "H", "H", "H", "H", "H", "H", "H", "H", "H", "H", "H", "H", "H", "H", "H", "H", "H", "H", "H", "H", "H", "H", "H", "H", "H", "H", "H", "H", "H", "H", "H", "H", "H", "H", "H", "H", "H", "Cl", "F", "C", "F", "F", "C", "O", "C", "F", "F", "F", "C", "F", "F", "F"], "xyz": [[0.67870, 0.26385, -1.91816], [-1.99386, 1.94249, 3.79629], [-1.72093, 2.32558, 2.39511], [-0.82278, 1.74167, 1.52662], [-0.85305, 2.31599, 0.32520], [-1.73644, 3.38573, 0.48069], [-2.28948, 3.42798, 1.74101], [-3.04127, 4.46512, 2.43973], [-3.98201, 4.15140, 3.40630], [-4.40442, 5.10484, 4.29018], [-4.06422, 6.47411, 4.11153], [-3.16745, 6.79697, 3.11533], [-2.67888, 5.80470, 2.21548], [-2.00807, 4.15988, -0.72999], [-1.07957, 4.11160, -1.79233], [-1.42688, 4.58171, -3.08023], [-2.72617, 5.03600, -3.31393], [-3.62943, 5.17125, -2.24901], [-3.27270, 4.72998, -0.96942], [0.11404, 0.28671, 2.10938], [1.65433, -0.33895, 1.43445], [2.25399, 0.14151, 0.33819], [3.60433, -0.13618, 0.49946], [3.82767, -0.78450, 1.72327], [2.55859, -0.98340, 2.28520], [2.20733, -1.56351, 3.58239], [5.05212, -0.99346, 2.46740], [5.26942, -2.02863, 3.35125], [6.34279, -2.06153, 4.23753], [7.36706, -1.10315, 4.08705], [7.15000, -0.02831, 3.17306], [6.03138, 0.00955, 2.36606], [4.49941, 0.20574, -0.53549], [5.70387, -0.50667, -0.73491], [6.42506, -0.30808, -1.86020], [5.95179, 0.53477, -2.92359], [4.79518, 1.32885, -2.69834], [4.12845, 1.20228, -1.46327], [-0.86488, -0.92465, 1.23878], [-1.25976, -0.68644, -0.01867], [-2.10147, -1.69702, -0.40715], [-2.22144, -2.57125, 0.69154], [-1.39523, -2.11275, 1.73679], [-1.28779, -2.64780, 3.09484], [-3.01331, -3.78037, 0.85798], [-2.40483, -4.91159, 1.37940], [-3.11457, -6.06085, 1.61268], [-4.48721, -6.02902, 1.57976], [-5.12976, -4.88835, 1.08274], [-4.35843, -3.82185, 0.59441], [-2.65958, -1.69978, -1.74066], [-2.74081, -0.49143, -2.46069], [-3.28970, -0.45007, -3.72485], [-3.71644, -1.64286, -4.31250], [-3.69627, -2.84554, -3.62919], [-3.15523, -2.88323, -2.35945], [-1.23116, 2.33646, 4.44751], [-2.05156, 0.84170, 3.97615], [-2.93847, 2.46396, 4.00119], [-4.44513, 3.15977, 3.39407], [-5.04115, 4.76172, 5.12810], [-4.49286, 7.18974, 4.84481], [-2.79348, 7.79842, 2.97450], [-1.98411, 6.02304, 1.38815], [-0.10068, 3.71421, -1.64848], [-0.67497, 4.51737, -3.85080], [-3.01653, 5.25833, -4.32283], [-4.65609, 5.62065, -2.37599], [-3.99675, 4.87422, -0.15591], [2.68237, -1.00287, 4.40194], [2.50731, -2.63998, 3.64874], [1.10683, -1.48241, 3.61056], [4.49863, -2.80003, 3.38974], [6.43399, -2.84655, 4.92351], [8.29413, -1.12982, 4.64089], [7.90988, 0.79739, 3.13919], [5.90787, 0.84865, 1.65577], [6.01827, -1.19035, 0.00867], [7.38046, -0.72788, -1.99465], [6.58152, 0.58719, -3.80514], [4.46258, 2.00601, -3.46690], [3.18257, 1.77775, -1.29829], [-2.28759, -2.90490, 3.46595], [-0.85330, -1.90378, 3.78574], [-0.64340, -3.54170, 3.16893], [-1.30700, -4.89982, 1.51074], [-2.55832, -6.97180, 1.81764], [-5.11800, -6.86338, 1.90563], [-6.20716, -4.76497, 1.05515], [-4.79020, -3.07800, -0.04844], [-2.36084, 0.40363, -1.99370], [-3.43178, 0.51029, -4.30026], [-4.00696, -1.62472, -5.33986], [-4.14747, -3.77383, -4.00137], [-3.12035, -3.87780, -1.90859], [1.08859, 1.44624, 3.91669], [-0.94338, -2.26809, -5.46253], [0.27734, -2.20173, -6.06748], [0.18130, -1.43755, -7.17411], [0.54352, -3.46655, -6.55597], [1.32927, -1.61287, -5.06266], [0.85294, -0.44071, -4.60883], [1.41863, -2.56470, -3.82069], [2.35872, -1.98853, -2.90767], [1.74896, -3.84176, -3.93571], [0.18290, -2.56943, -3.16696], [2.77412, -1.37344, -5.71246], [3.33182, -0.35008, -5.06328], [2.68633, -1.07673, -6.98277], [3.63666, -2.43902, -5.61269]], "atomic_forces_ev_per_a": [[-0.2, -0.1, -0.3], [-0.6, 0.2, -0.3], [0.5, -0.3, 0.0], [0.0, 0.3, -0.7], [-0.4, 0.6, 1.7], [0.6, -0.5, -0.5], [0.8, -1.2, -0.5], [0.6, 0.7, -0.8], [-0.6, -0.3, -0.2], [-1.0, 1.0, 0.5], [-0.3, -1.1, 1.4], [0.4, -0.6, -1.5], [-0.3, 0.0, 1.2], [-0.4, -0.1, -0.9], [-1.2, 0.9, -0.7], [-0.4, -0.5, 1.5], [0.2, 0.0, 0.4], [-0.5, 0.2, 0.2], [0.0, 0.5, -0.3], [-2.2, -2.6, 1.8], [1.5, 1.1, 0.1], [0.5, -0.8, 1.6], [-1.7, -0.6, 2.2], [-1.7, 0.0, -0.9], [0.3, 1.0, -1.1], [0.0, -0.4, -0.2], [0.9, 0.7, -0.2], [-0.8, -0.6, 0.7], [1.2, 1.5, -1.8], [-1.4, 0.6, -0.7], [1.3, -0.3, 0.7], [0.1, 0.6, 0.0], [1.3, 0.7, -2.0], [-1.4, 0.9, 0.3], [-0.7, 1.7, -2.3], [-0.3, 0.1, 1.9], [1.4, -1.2, 0.6], [-0.7, -0.3, -0.7], [-0.7, -0.1, -2.4], [0.0, -0.9, 0.6], [0.6, -0.6, 2.7], [0.2, 0.3, -1.1], [-0.2, 1.2, -1.6], [0.0, 0.1, 0.3], [0.8, 0.0, 0.4], [1.3, 0.0, -0.2], [0.5, -0.7, 0.4], [-1.6, 0.2, -0.1], [0.7, 0.4, -0.4], [-1.1, -0.8, 0.2], [-0.8, -0.9, -1.3], [0.0, -0.3, 0.5], [-0.3, 0.2, -1.0], [-0.1, 0.4, -0.2], [-0.1, 0.0, 0.3], [0.3, 0.4, 0.5], [0.3, 0.1, 0.1], [0.0, 0.9, -0.6], [0.6, -0.9, 0.4], [0.3, 0.4, 0.3], [0.2, 0.6, -0.6], [0.6, -0.3, -0.7], [-0.2, 0.3, 0.0], [-0.3, 0.1, 0.7], [0.4, -0.3, 0.3], [-0.1, 0.0, -0.3], [-0.2, 0.3, -0.3], [1.3, -0.6, -0.1], [0.4, -0.4, -0.3], [-0.3, -0.1, -0.3], [-0.3, 0.9, -0.2], [0.6, 0.1, 0.4], [0.4, 0.1, 0.2], [0.2, -1.0, 0.9], [-0.1, -0.1, 0.3], [-0.8, -0.9, -0.2], [-0.1, -0.6, 0.6], [0.3, -0.6, 0.5], [0.9, -0.9, -0.1], [-0.4, 0.2, -0.1], [-0.2, 0.1, 0.0], [1.1, -0.5, 0.0], [0.2, 0.0, -0.1], [-0.3, 0.0, -0.7], [-0.3, 0.3, -0.3], [-0.8, -0.1, -0.1], [-0.3, 0.1, 0.3], [0.5, 0.2, -0.1], [0.0, -0.4, -0.1], [-0.4, 0.6, 0.3], [-0.1, 0.2, 0.2], [0.5, -1.2, 0.8], [-0.5, 0.0, -0.5], [0.4, 0.5, -0.3], [0.2, 0.5, 0.4], [1.6, 1.6, 1.1], [1.1, 0.0, -0.9], [-0.2, -0.5, -0.5], [-0.4, -0.1, 0.6], [0.0, 0.6, 0.6], [-0.6, 1.1, 0.8], [0.3, -0.7, -0.3], [-0.2, 0.8, 2.0], [-1.6, -1.0, -1.2], [0.2, 0.0, -0.3], [1.8, 0.1, -0.5], [-0.6, -0.9, 1.6], [0.4, -0.2, -0.3], [0.2, 0.4, -1.2], [-0.4, 0.4, 0.0]], "lowdin_charge": [0.725, -0.067, -0.036, -0.420, 0.135, -0.192, -0.110, -0.174, -0.092, -0.084, -0.095, -0.083, -0.001, -0.167, -0.025, -0.072, -0.107, -0.092, -0.042, 0.759, -0.421, 0.069, -0.199, -0.090, -0.042, -0.077, -0.175, -0.048, -0.070, -0.076, -0.079, -0.039, -0.183, -0.041, -0.081, -0.059, -0.068, -0.028, -0.428, 0.059, -0.182, -0.109, -0.023, -0.041, -0.203, -0.057, -0.102, -0.104, -0.067, -0.036, -0.152, -0.041, -0.070, -0.111, -0.095, -0.037, 0.023, 0.090, 0.045, 0.124, 0.110, 0.106, 0.093, 0.125, 0.090, 0.096, 0.086, 0.113, 0.112, 0.083, 0.088, 0.020, 0.100, 0.079, 0.087, 0.114, 0.131, 0.101, 0.083, 0.092, 0.096, 0.110, 0.097, 0.067, 0.085, 0.125, 0.105, 0.101, 0.098, 0.114, 0.095, 0.126, 0.091, 0.108, 0.114, -0.038, 0.129, -0.478, 0.135, 0.103, -0.371, -0.205, -0.440, 0.047, 0.164, 0.082, -0.538, 0.143, 0.179, 0.113]}

***

Computed energy above the lowest of the compared OMol25 structures with the same formula, charge and spin, in the same sequence as the records: 50.3; 0.0 kcal/mol.